# 1
Density functional theory data (ωB97M-V/def2-TZVPD) for a molecular structure, C33H46NP3V in a non-equilibrium geometry.

As for the charge: +2. For the LUMO energy (spin up / spin down), the calculation gives -6.26 / -5.78 eV. The multiplicity is 2. The HOMO energy (spin up / spin down) comes out at -11.2 / -11.3 eV. The expectation value of S² is 0.79.

```
84
Properties=species:S:1:pos:R:3:forces:R:3:lowdin_charge:R:1
V -0.119323 0.206835 0.304371 -0.56 -1.08 -0.92 0.8510
P 0.252216 1.729312 -3.970886 0.13 0.03 -1.02 0.9575
P 0.023520 0.715204 3.386762 0.17 0.78 -0.14 0.9258
P -0.250507 -2.329630 -4.338923 1.42 -2.02 2.96 0.7774
N 0.116298 1.000645 1.754338 -0.10 -0.23 0.44 -0.2768
C 1.511279 0.175539 -1.771379 0.60 0.27 -1.43 -0.1558
C -1.412105 -0.289510 3.771446 -0.25 -0.65 -0.19 -0.3124
C 0.543055 -1.768809 0.686067 -0.19 0.61 0.09 -0.1510
C -1.285551 3.993747 5.448582 0.22 0.06 -0.11 -0.0535
C -0.770270 -2.338019 -2.524008 -3.51 1.91 0.80 -0.3395
C -1.334558 -1.349949 4.694474 -0.21 0.32 -0.05 -0.0556
C 0.873140 3.274509 3.812616 -0.14 0.00 0.17 -0.0800
C 1.525326 0.009191 4.073000 0.59 -0.27 -0.27 -0.2974
C -0.270478 4.919644 5.170367 -0.15 -0.49 -0.01 -0.0473
C -1.225790 2.700925 4.921141 0.37 0.13 -0.11 -0.0607
C -1.775920 0.099302 -2.153915 -0.76 0.16 -0.58 -0.2511
C 2.628547 -0.290501 3.249790 -0.23 0.00 0.43 -0.0842
C 3.893866 -0.978107 5.208681 -0.32 0.14 -0.19 -0.0426
C 0.805705 4.554286 4.353965 0.03 -0.03 -0.05 -0.0602
C 0.299950 0.380555 -5.207952 -0.08 0.01 -0.58 -0.2712
C 3.796135 -0.797647 3.823730 -0.07 0.06 0.13 -0.0553
C 1.623847 -0.170585 5.462871 0.09 0.01 0.01 -0.0847
C 0.523903 1.278031 -2.263941 -0.34 0.22 1.50 -0.4187
C -2.626845 -0.032027 3.105801 -0.02 -0.13 0.14 -0.0907
C -1.338383 -3.705292 -4.831534 -0.22 -0.17 -0.96 -0.1694
C -2.489951 -2.059136 5.033836 0.00 0.02 -0.09 -0.0449
C -3.709502 -1.770991 4.411659 0.26 0.19 0.05 -0.0430
C 1.498274 2.957820 -4.430340 0.15 -0.10 -0.36 -0.1561
C -0.845443 1.143651 -1.612877 0.36 -0.05 2.64 -0.3226
C -0.133778 2.345966 4.116899 -0.35 0.16 0.11 -0.3066
C 1.694545 -1.119326 -2.602099 0.48 -0.80 0.70 -0.1644
C -3.769183 -0.768387 3.435997 0.20 0.03 0.01 -0.0573
C 0.691662 -2.286648 -2.709007 1.57 0.15 -0.80 -0.3537
C 1.284632 -2.951831 -5.191873 -0.34 0.16 -1.88 -0.1906
C 2.805668 -0.655664 6.026771 -0.08 0.00 -0.14 -0.0462
C -1.602928 -1.339321 -1.660739 -0.33 -1.00 -0.46 -0.1750
C -0.716860 -0.800819 -5.178277 -0.16 0.67 -0.62 -0.2670
C -1.315341 2.634021 -4.105061 -0.10 0.00 -0.07 -0.1408
H 4.815692 -1.361970 5.650325 -0.31 0.12 -0.17 0.1207
H 1.153443 3.502072 -5.319483 0.18 -0.17 0.16 0.0727
H 2.460410 2.479926 -4.653591 -0.18 0.13 0.08 0.0750
H 2.030526 -2.159117 -5.339776 -0.05 -0.28 0.02 0.0403
H -1.170658 -3.348848 -2.363483 0.52 0.35 0.28 0.1090
H -1.049565 -4.052000 -5.829214 -0.18 -0.05 0.11 0.0521
H 0.131353 0.912473 -6.161469 0.13 -0.06 0.28 0.1104
H 2.564658 -0.116774 2.173898 0.07 -0.07 0.36 0.0841
H -1.279375 -1.368959 -0.588918 -0.18 -0.05 -0.09 0.0454
H 4.639638 -1.051272 3.186345 -0.13 0.08 0.12 0.1137
H -0.313662 5.920695 5.596703 -0.01 -0.25 -0.11 0.1172
H -2.388160 -3.393551 -4.861092 0.17 0.02 0.17 0.0681
H -1.735671 -0.482648 -4.888350 0.61 -0.26 -0.14 0.0905
H -2.616825 -1.781726 -1.640443 0.43 0.18 0.20 0.1277
H 1.457435 -1.740709 1.294390 -0.29 -0.23 -0.16 -0.0010
H 0.667752 -2.452104 -0.173330 -0.11 0.38 0.40 0.0216
H 1.340511 0.014536 -5.256370 -0.44 0.19 0.02 0.0821
H 0.773997 0.068178 6.109386 0.35 0.02 -0.17 0.1200
H -1.747212 0.078956 -3.249740 -0.06 -0.09 0.26 0.0458
H 0.999438 -3.362398 -6.168751 0.57 0.06 -0.09 0.0436
H -2.670099 0.736140 2.324096 -0.08 -0.16 0.42 0.1078
H 2.871307 -0.783968 7.109162 -0.01 0.04 -0.37 0.1209
H 2.504435 0.648081 -1.818107 -0.18 -0.20 0.35 0.1327
H 2.037356 -0.838974 -3.613623 -0.08 0.26 0.43 0.0781
H 1.603260 5.267295 4.141222 -0.27 -0.16 0.06 0.1157
H 1.635112 3.684630 -3.618109 -0.11 -0.26 -0.16 0.0767
H -0.377841 -1.602937 5.153044 -0.39 0.03 -0.09 0.0987
H -2.432131 -2.838857 5.796404 -0.02 0.21 -0.32 0.1211
H 2.599321 -1.601521 -2.168446 -0.44 0.43 -0.24 0.1342
H -2.174616 1.960371 -4.214053 0.26 0.19 0.12 0.0713
H -2.010386 1.970840 5.123509 0.17 0.25 0.04 0.1078
H -1.345211 2.103232 -1.414691 0.31 -0.34 -0.24 0.0873
H -4.715516 -0.549197 2.943367 0.25 -0.06 0.08 0.1153
H 1.697073 2.985479 3.152452 -0.21 0.16 0.30 0.1107
H -4.612453 -2.323195 4.692614 0.39 0.23 -0.15 0.1227
H 0.975702 2.223688 -1.908195 -0.29 -0.21 0.08 0.1234
H -2.123556 4.273336 6.082200 0.16 -0.01 -0.12 0.1148
H -2.816080 0.412313 -1.942938 0.46 -0.08 0.11 0.1323
H 1.199830 -3.234479 -2.497786 -0.06 0.35 0.17 0.1165
H -1.461876 3.268354 -3.219427 0.09 -0.21 -0.32 0.0789
H 1.732921 -3.755567 -4.587893 -0.36 0.36 -0.20 0.0674
H -1.249610 -4.557909 -4.146858 0.13 0.34 -0.08 0.0720
H -0.835062 -1.134945 -6.222951 0.18 0.09 0.19 0.1126
H -1.262702 3.280909 -4.990423 0.04 -0.21 0.16 0.0764
H -0.310873 -2.103126 1.308301 0.37 -0.18 -0.10 0.0276
H 1.409115 -0.111735 -0.680235 0.49 0.04 -0.76 0.0527
```
Forces are in eV/Å.

=====

# 2
Density functional theory data (ωB97M-V/def2-TZVPD) for a molecular structure, C33H46P2SiV in a non-equilibrium geometry.

For the LUMO energy (spin up / spin down), the calculation gives 0.13 / -0.05 eV. The multiplicity is 4. The HOMO energy (spin up / spin down) comes out at -6.5 / -6.7 eV. The expectation value of S² is 3.78.

```
83
Properties=species:S:1:pos:R:3:forces:R:3:lowdin_charge:R:1
V -0.501400 -0.061294 -0.296810 -0.18 -1.54 3.14 0.1797
P 0.162292 -1.563193 -1.920877 -0.54 0.85 0.05 0.7521
P -0.029588 1.716136 -1.591394 0.39 -0.08 -1.01 0.7216
Si -0.150677 1.374853 1.702660 -0.30 0.00 1.00 0.6510
C 2.905880 1.529829 4.591236 -0.32 0.06 -0.22 -0.0864
C -1.815708 1.003711 -7.317730 -0.35 -0.09 0.11 -0.1823
C 3.846844 0.505509 2.627605 -0.07 0.04 -0.10 -0.0961
C -0.806309 1.697441 -6.440038 0.77 0.53 -0.68 -0.1247
C -2.772961 0.534790 2.521149 -0.12 -0.66 0.66 -0.1465
C -0.429667 3.227586 2.031472 0.05 0.31 0.30 -0.2987
C 1.070667 3.135246 -1.482902 0.36 0.58 -0.21 -0.2418
C 2.622622 0.652230 1.956456 0.44 0.01 0.48 -0.1189
C -0.749802 6.013390 2.512880 0.00 -0.52 -0.11 -0.1053
C 0.424182 5.518067 1.945405 0.09 -0.20 -0.01 -0.0957
C -0.101250 -0.527298 -3.427519 0.29 -0.75 -0.43 -0.3881
C 3.993502 0.932778 3.949106 -0.35 -0.03 -0.25 -0.1031
C 0.586513 -1.314575 -6.551028 0.02 -0.71 -0.58 -0.1422
C -0.725742 -1.265526 -6.780345 -0.01 -0.33 -0.13 -0.1144
C -3.734576 -0.085385 3.336396 0.21 0.22 -0.22 -0.0977
C 1.520372 1.221665 2.600354 0.14 -0.01 -0.12 -0.3074
C 0.523428 1.664100 -6.639643 -0.75 0.28 -0.04 -0.1103
C 1.686362 1.691870 3.913931 0.66 -0.16 0.20 -0.1101
C -0.940769 -3.003848 -2.011518 0.02 -0.44 -0.57 -0.2531
C -1.048687 -0.050912 4.106072 -0.91 -0.33 0.09 -0.0857
C 0.287927 0.948626 -3.252854 0.14 0.67 -0.43 -0.3846
C -1.734937 2.389435 -1.664463 -0.05 0.32 -0.09 -0.2366
C 0.096460 -1.777356 1.009979 0.10 0.62 -0.32 -0.2553
C -3.361239 -0.677149 4.545737 0.27 0.23 -0.26 -0.1059
C -1.589030 3.730504 2.634626 0.08 0.64 -0.15 -0.0922
C -2.019685 -0.647858 4.931150 0.28 0.13 -0.23 -0.0840
C 1.219635 0.886397 -7.722091 0.44 0.12 -0.54 -0.1983
C 0.603820 4.143145 1.758268 -0.43 0.48 0.00 -0.1396
C -1.739106 5.103826 2.880851 -0.07 -0.13 -0.05 -0.0933
C -1.397249 -0.399550 -7.812951 -0.33 -0.06 -0.54 -0.1974
C 1.628896 -0.552012 -7.331627 0.25 0.07 0.15 -0.1769
C 1.881666 -2.156150 -1.950108 0.19 -0.27 -0.20 -0.2354
C -1.417601 0.540633 2.887365 0.22 0.34 0.17 -0.3113
H -2.012534 1.643725 -8.198394 0.01 -0.21 0.27 0.1204
H -1.406610 -1.952705 -6.268765 0.36 0.21 0.18 0.1076
H -0.790616 -3.646093 -1.133229 0.10 0.22 -0.25 0.0444
H 0.783357 3.783223 -0.646156 -0.07 -0.24 -0.22 0.0216
H -1.846004 3.021834 -2.551946 -0.13 -0.10 0.07 0.0481
H 1.183855 2.302698 -6.053953 -0.25 -0.15 0.21 0.1031
H -1.158558 -0.628040 -3.710108 0.15 0.04 0.12 0.0871
H 0.610052 0.845041 -8.637576 0.33 0.25 0.42 0.0962
H -2.648761 5.465408 3.356282 0.12 -0.07 -0.05 0.0965
H 0.748594 -1.523063 1.865027 -0.32 -0.23 -0.29 -0.0223
H 1.208302 6.207199 1.642402 -0.01 -0.07 0.15 0.0968
H -2.482544 1.584497 -1.707564 0.16 0.07 -0.05 0.0460
H 0.861569 2.186100 4.434436 0.18 -0.16 -0.21 0.1116
H -2.783810 0.929047 -6.786858 0.44 0.03 -0.13 0.1099
H 4.940032 0.801105 4.473297 -0.22 0.03 -0.14 0.0964
H -1.983411 -2.652623 -1.974018 0.37 -0.07 -0.14 0.0470
H -0.007284 -0.065552 4.417301 -0.21 0.00 -0.06 0.0875
H -0.213382 1.548309 -4.020978 0.27 -0.18 0.04 0.0386
H -0.922068 -1.987352 1.400069 0.33 -0.14 -0.05 -0.0102
H 0.495179 -2.673662 0.493558 -0.23 0.25 0.52 -0.0543
H 2.579760 -0.520156 -6.765501 -0.47 -0.03 -0.12 0.1109
H -0.884121 7.078907 2.669587 0.01 -0.12 0.00 0.0949
H 2.110476 -2.713409 -2.871857 -0.01 0.14 0.26 0.0459
H 2.527477 0.312790 0.919890 0.00 -0.01 0.33 0.0826
H 1.368069 1.065284 -3.424849 -0.15 0.00 0.03 0.0865
H 0.471705 -0.979050 -4.245720 -0.27 0.45 0.05 0.0360
H 3.000679 1.866150 5.625024 -0.02 -0.04 -0.27 0.0988
H 2.092536 2.787372 -1.284065 -0.22 -0.01 -0.06 0.0566
H 2.052559 -2.804042 -1.077578 -0.10 0.21 -0.30 0.0440
H 0.996124 -2.079929 -5.877542 -0.33 0.34 -0.13 0.1003
H 1.856127 -1.119313 -8.253320 -0.02 0.20 0.28 0.1202
H -1.231025 2.403401 -5.722254 0.24 -0.26 0.02 0.0964
H 1.079923 3.736966 -2.402545 -0.05 -0.16 0.15 0.0555
H -4.108830 -1.147490 5.178710 0.11 0.06 -0.08 0.0940
H -2.310382 -0.917145 -8.161653 0.38 0.20 0.12 0.1137
H -0.757644 -0.285779 -8.701915 -0.37 -0.27 0.38 0.0957
H -3.088388 0.994349 1.582371 0.04 -0.05 0.12 0.0886
H -2.386267 3.052510 2.932246 0.13 0.13 -0.06 0.0858
H 4.689618 0.044369 2.113096 -0.14 0.10 0.10 0.0941
H 1.571016 3.787874 1.399325 -0.21 0.03 0.02 0.0975
H -0.768275 -3.581449 -2.930499 -0.20 -0.06 0.23 0.0436
H 2.142129 1.430937 -7.999114 -0.39 -0.21 0.09 0.1142
H -1.942806 2.989551 -0.768225 0.16 -0.15 -0.19 0.0451
H -4.777986 -0.093617 3.019227 0.20 -0.02 0.12 0.0951
H -1.713779 -1.089261 5.882081 -0.11 0.07 -0.26 0.0986
H 2.564065 -1.298575 -1.859145 -0.24 -0.20 -0.08 0.0486
```
Forces are in eV/Å.

=====

Which M belongs to each record? In order, 600.60; 583.71 g mol⁻¹.